No. 1
{
  "formula": "C48H41HgN3O4P2S",
  "method": "ωB97M-V/def2-TZVPD",
  "charge": -1,
  "homo_ev": [-4.367, -4.354],
  "multiplicity": 2,
  "s_squared": 0.802,
  "mol_weight_g_mol": 1018.5,
  "de_lowest_kcal_mol": 0.0,
  "species": ["Hg", "C", "C", "C", "C", "C", "C", "C", "S", "O", "O", "N", "C", "C", "C", "C", "C", "N", "H", "H", "H", "H", "H", "H", "H", "H", "H", "H", "H", "O", "C", "O", "C", "C", "C", "C", "C", "C", "C", "C", "C", "N", "H", "H", "H", "H", "H", "H", "C", "C", "P", "C", "C", "C", "C", "C", "C", "C", "C", "C", "C", "C", "C", "P", "C", "C", "C", "C", "C", "C", "C", "C", "C", "C", "C", "C", "H", "H", "H", "H", "H", "H", "H", "H", "H", "H", "H", "H", "H", "H", "H", "H", "H", "H", "H", "H", "H", "H", "H", "H"],
  "coordinates": [[-0.30308, 1.32389, 0.60751], [5.92581, -1.35827, 5.61224], [4.64159, -0.70997, 5.15791], [3.67180, -1.43543, 4.47289], [2.46894, -0.84859, 4.10973], [2.23030, 0.48198, 4.42770], [3.19291, 1.22733, 5.09689], [4.39094, 0.62999, 5.45324], [0.60155, 1.13496, 4.14265], [-0.25792, -0.01553, 4.10393], [0.36064, 2.12682, 5.15794], [0.63964, 1.75887, 2.66189], [1.00427, 3.08640, 2.42562], [1.58207, 4.00447, 3.32750], [1.86644, 5.27743, 2.88573], [1.59603, 5.64658, 1.57027], [1.04145, 4.69053, 0.74944], [0.76229, 3.45428, 1.16142], [5.99148, -2.38960, 5.26596], [5.98552, -1.36107, 6.70313], [6.79283, -0.81115, 5.23610], [3.84423, -2.48175, 4.24252], [1.69792, -1.42164, 3.60649], [2.99360, 2.25932, 5.35749], [5.13718, 1.20263, 5.99470], [1.74222, 3.72106, 4.35357], [2.30170, 5.99679, 3.57093], [1.79106, 6.64488, 1.20504], [0.79894, 4.90307, -0.28709], [-2.94737, 2.72500, -2.16587], [-2.11858, 2.08268, -1.54121], [-2.20054, 1.87590, -0.25039], [-0.88574, 1.49266, -2.29711], [-0.95585, 1.53990, -3.64239], [0.65945, -0.36166, -4.10259], [1.73475, 0.00917, -3.11644], [3.06205, -0.22938, -3.45969], [4.12064, 0.15637, -2.65067], [3.83673, 0.80755, -1.45812], [2.52430, 1.07780, -1.11347], [1.44065, 0.72027, -1.93589], [0.16951, 1.04620, -1.48969], [-1.85377, 1.97662, -4.05679], [1.15071, -0.85090, -4.95206], [3.26886, -0.75593, -4.38731], [5.14346, -0.05190, -2.94055], [4.64106, 1.12109, -0.80286], [2.30833, 1.60982, -0.19532], [0.19539, -2.67123, 0.39101], [0.78420, -2.44471, -1.04169], [-0.67208, -2.40379, -2.20942], [-0.43752, -4.01088, -3.12336], [0.78350, -4.34031, -3.71326], [0.95110, -5.55284, -4.37138], [-0.10815, -6.44857, -4.45977], [-1.33724, -6.11617, -3.90503], [-1.49706, -4.90528, -3.24151], [-0.44013, -1.33029, -3.69097], [0.08823, 1.01820, -4.61381], [-0.40309, 0.92646, -6.03129], [-1.29547, 0.02617, -6.49035], [-1.90527, -1.02080, -5.74397], [-1.55582, -1.52656, -4.49003], [-1.12903, -4.00316, 0.39649], [-0.71504, -4.74243, 2.04702], [0.06316, -5.90246, 2.04412], [0.41757, -6.52888, 3.23416], [-0.01069, -6.00232, 4.44648], [-0.78642, -4.84887, 4.46058], [-1.13789, -4.22140, 3.27104], [-2.74548, -3.23863, 0.76531], [-3.85442, -4.05952, 0.54003], [-5.13891, -3.59350, 0.77677], [-5.33231, -2.29168, 1.22608], [-4.23731, -1.47327, 1.45433], [-2.95260, -1.95081, 1.22499], [-0.19930, -1.71612, 0.73969], [0.95928, -3.00467, 1.09095], [1.46945, -3.24921, -1.29594], [1.31922, -1.50378, -1.08144], [1.60976, -3.63735, -3.65344], [1.90938, -5.79774, -4.81738], [0.02601, -7.40203, -4.95903], [-2.17002, -6.80621, -3.98149], [-2.45292, -4.65068, -2.79387], [0.92860, 1.71283, -4.61646], [-0.01071, 1.65523, -6.73474], [-1.62465, 0.12790, -7.51979], [-2.75777, -1.49920, -6.21618], [-2.26616, -2.25633, -4.10758], [0.38917, -6.31127, 1.09227], [1.01928, -7.43040, 3.21366], [0.25295, -6.49375, 5.37559], [-1.12160, -4.43362, 5.40561], [-1.73554, -3.31524, 3.30175], [-3.69631, -5.07275, 0.18174], [-5.99143, -4.24098, 0.60779], [-6.33492, -1.92003, 1.39989], [-4.36758, -0.46572, 1.82939], [-2.11732, -1.32770, 1.49343]],
  "atomic_forces_ev_per_a": [[0.507, -0.043, 0.449], [-0.085, 0.077, -0.037], [0.044, -0.008, 0.046], [0.030, 0.033, -0.014], [-0.031, 0.041, -0.074], [-0.034, -0.107, 0.267], [-0.001, 0.000, -0.061], [0.038, -0.064, -0.044], [-0.106, -0.451, -0.116], [-0.139, -0.060, -0.247], [0.125, 0.150, -0.028], [-0.210, 0.753, -0.515], [0.142, -0.110, 0.145], [-0.095, -0.185, -0.008], [0.030, -0.005, -0.029], [-0.001, 0.033, 0.052], [-0.039, -0.121, -0.136], [0.090, 0.273, 0.203], [0.010, 0.030, 0.001], [0.023, -0.016, -0.029], [-0.008, -0.038, 0.010], [0.012, 0.056, 0.000], [0.055, 0.037, 0.079], [-0.006, -0.099, 0.056], [-0.028, -0.001, -0.034], [0.020, 0.055, 0.000], [-0.034, -0.052, 0.003], [0.024, -0.023, -0.009], [-0.001, -0.019, 0.050], [0.086, -0.207, 0.031], [0.105, -0.063, 0.376], [-0.178, 0.008, -0.741], [0.158, 0.025, 0.017], [0.144, -0.087, 0.022], [-0.186, 0.133, 0.085], [-0.073, -0.255, -0.036], [0.068, -0.117, 0.090], [0.001, -0.034, -0.034], [-0.082, -0.010, 0.036], [0.149, -0.084, -0.073], [0.016, 0.131, 0.176], [-0.625, -0.132, -0.284], [-0.014, -0.030, 0.046], [0.086, 0.065, -0.046], [-0.045, 0.025, 0.013], [-0.036, -0.005, -0.005], [-0.033, -0.002, 0.024], [0.015, 0.033, 0.046], [-0.212, 0.145, -0.765], [-0.554, -0.132, 0.340], [0.197, -0.164, -0.310], [0.149, 0.016, 0.174], [-0.052, -0.093, 0.003], [0.019, 0.110, 0.033], [-0.041, 0.018, 0.011], [0.052, 0.003, -0.026], [0.004, 0.032, 0.066], [-0.172, 0.457, 0.137], [-0.340, -0.251, 0.119], [0.019, 0.181, 0.136], [0.009, -0.009, -0.006], [0.040, -0.039, 0.021], [0.174, 0.020, -0.017], [0.527, -0.199, 0.322], [-0.157, -0.085, -0.074], [-0.018, 0.075, 0.061], [-0.014, 0.089, -0.030], [-0.032, 0.001, -0.092], [-0.010, 0.030, 0.026], [0.089, -0.010, 0.004], [0.007, -0.144, -0.119], [0.006, 0.052, -0.002], [0.037, 0.013, 0.014], [0.003, -0.023, -0.030], [0.032, 0.009, 0.039], [-0.194, 0.067, 0.322], [-0.040, -0.007, 0.200], [0.118, 0.071, 0.002], [0.077, -0.045, -0.086], [0.129, 0.067, 0.042], [-0.009, -0.053, -0.006], [-0.048, 0.010, 0.028], [-0.021, 0.060, 0.001], [0.021, 0.030, 0.015], [0.049, -0.038, 0.016], [0.151, -0.046, -0.041], [-0.069, 0.030, 0.054], [0.024, -0.025, -0.022], [0.007, 0.033, 0.045], [-0.050, 0.009, -0.034], [-0.034, -0.031, 0.059], [-0.015, 0.029, -0.003], [-0.003, 0.027, -0.015], [0.032, -0.012, -0.076], [0.020, -0.099, -0.018], [-0.038, 0.051, -0.019], [0.029, 0.008, -0.014], [0.023, -0.006, -0.002], [-0.023, -0.009, -0.070], [0.209, 0.247, -0.133]],
  "mulliken_spin": [0.000, 0.000, 0.000, 0.000, 0.000, 0.000, 0.000, 0.000, 0.000, 0.000, 0.000, 0.000, 0.000, 0.000, 0.000, 0.000, 0.000, 0.000, 0.000, 0.000, 0.000, 0.000, 0.000, 0.000, 0.000, 0.000, 0.000, 0.000, 0.000, 0.000, 0.005, 0.000, 0.033, -0.010, 0.042, 0.045, 0.008, -0.001, 0.000, -0.002, -0.003, 0.006, -0.006, 0.020, -0.002, 0.000, 0.000, 0.000, -0.002, 0.010, 0.073, 0.039, -0.024, 0.000, 0.003, 0.003, 0.008, 0.310, -0.012, 0.320, -0.112, 0.413, -0.180, 0.007, 0.003, 0.000, 0.000, 0.000, 0.000, 0.000, -0.012, 0.004, 0.000, 0.000, -0.001, 0.007, 0.002, -0.001, 0.000, -0.002, -0.002, 0.000, 0.000, 0.000, 0.000, -0.014, 0.012, -0.003, 0.018, -0.005, 0.000, 0.000, 0.000, 0.000, 0.000, 0.000, 0.000, 0.000, 0.000, 0.002]
}



No. 2
{
  "formula": "C48H42CsFN8O5S",
  "method": "ωB97M-V/def2-TZVPD",
  "charge": -2,
  "homo_ev": -2.300,
  "multiplicity": 1,
  "mol_weight_g_mol": 994.9,
  "de_lowest_kcal_mol": 13.0,
  "species": ["Cs", "O", "C", "N", "C", "O", "C", "C", "C", "C", "C", "N", "C", "C", "C", "C", "C", "N", "H", "H", "H", "H", "H", "H", "H", "H", "C", "C", "C", "C", "C", "C", "C", "F", "C", "C", "C", "O", "C", "C", "N", "C", "C", "O", "O", "H", "H", "H", "H", "H", "H", "H", "H", "H", "H", "H", "C", "C", "C", "C", "C", "C", "C", "C", "C", "C", "N", "C", "C", "C", "C", "C", "N", "H", "H", "H", "H", "H", "H", "H", "H", "H", "H", "H", "H", "H", "H", "H", "H", "H", "N", "C", "N", "C", "C", "C", "C", "C", "C", "S", "H", "H", "H", "H", "H", "H"],
  "coordinates": [[0.11142, -0.56735, -0.09068], [1.44575, 0.17540, -5.77239], [0.96164, -0.13051, -4.67841], [1.43095, -0.97758, -3.75325], [2.46478, -1.80374, -4.04858], [2.66129, -2.47316, -5.05917], [3.46164, -1.96408, -2.90277], [4.76508, -2.35614, -3.19195], [5.66528, -2.48734, -2.14898], [5.23037, -2.25640, -0.85380], [3.90722, -1.88764, -0.66203], [3.04352, -1.72950, -1.66116], [-0.27017, 0.67143, -4.25650], [-1.06869, 1.20179, -5.27043], [-2.16112, 1.97577, -4.93127], [-2.41452, 2.22152, -3.58857], [-1.56160, 1.66615, -2.64871], [-0.51824, 0.89952, -2.96683], [5.03334, -2.54441, -4.22250], [6.69580, -2.76348, -2.34235], [5.90137, -2.33419, -0.00823], [3.52500, -1.68480, 0.33428], [-0.79458, 0.99595, -6.29548], [-2.80399, 2.38891, -5.70042], [-3.25127, 2.82846, -3.26791], [-1.73552, 1.83409, -1.59071], [-8.23049, -1.18723, 1.36295], [-7.58884, -0.02697, 2.11538], [-8.41380, 1.23904, 1.92280], [-7.80733, 2.39728, 2.69613], [-6.36384, 2.57473, 2.30998], [-5.74193, 3.80005, 2.43214], [-4.40536, 3.93959, 2.08643], [-3.84008, 5.16242, 2.24004], [-3.66730, 2.89457, 1.60640], [-4.28506, 1.64840, 1.45722], [-3.45599, 0.52550, 0.92706], [-2.32287, 0.76702, 0.53088], [-4.10533, -0.76929, 0.96761], [-5.40527, -0.82684, 1.33013], [-6.20732, 0.22052, 1.68301], [-5.62935, 1.48012, 1.81560], [-3.44636, -2.13263, 0.62559], [-4.17827, -3.12788, 0.81761], [-2.27647, -2.08389, 0.20702], [-9.29111, -1.22405, 1.61801], [-7.79572, -2.15170, 1.61396], [-8.13559, -1.04043, 0.28559], [-7.57891, -0.26581, 3.18805], [-9.43566, 1.04234, 2.25270], [-8.44855, 1.47551, 0.85475], [-7.88419, 2.19304, 3.76982], [-8.35684, 3.32261, 2.51088], [-6.28863, 4.65869, 2.80426], [-2.61613, 2.99067, 1.36140], [-5.83926, -1.81636, 1.33538], [5.39841, 2.07369, 2.94344], [5.42047, 0.79238, 2.10673], [5.45461, 1.05314, 0.62204], [6.66740, 1.09285, -0.05527], [6.71277, 1.29007, -1.42632], [5.52516, 1.44379, -2.12645], [4.29075, 1.42050, -1.48539], [3.02633, 1.57103, -2.29170], [2.50685, 3.00809, -2.35807], [4.25680, 1.23479, -0.09213], [3.03835, 1.10932, 0.59899], [2.48561, 2.16596, 1.07321], [1.32098, 2.24436, 1.90039], [0.75137, 3.46091, 2.33159], [-0.31765, 3.11088, 3.15321], [-0.33250, 1.70295, 3.16478], [0.64483, 1.17142, 2.42376], [5.42038, 1.84476, 4.01197], [4.49379, 2.64868, 2.74536], [6.25972, 2.70398, 2.70775], [4.53285, 0.20048, 2.34142], [6.29912, 0.19964, 2.38010], [7.58672, 0.94443, 0.50473], [7.66238, 1.30075, -1.94905], [5.54369, 1.56706, -3.20480], [2.24650, 0.92284, -1.89258], [3.21631, 1.21530, -3.30890], [2.21719, 3.37189, -1.37030], [1.62891, 3.05984, -3.00523], [3.27087, 3.68170, -2.75674], [2.94047, 3.14653, 0.86628], [1.09065, 4.45352, 2.06603], [-1.00213, 3.77235, 3.66642], [-1.03553, 1.06465, 3.68762], [0.78740, -3.87386, -2.49381], [1.02261, -4.38325, -1.26107], [0.85708, -3.73437, -0.16163], [1.06770, -4.54483, 0.93441], [0.96069, -4.14235, 2.26341], [1.26402, -5.04785, 3.26455], [1.65582, -6.35356, 2.96462], [1.75395, -6.77491, 1.64813], [1.45839, -5.86529, 0.64355], [1.49455, -6.08473, -1.08483], [0.67721, -2.86321, -2.53338], [1.30478, -4.25277, -3.27076], [0.65751, -3.12938, 2.48681], [1.18970, -4.73902, 4.29978], [1.88453, -7.04585, 3.76568], [2.05871, -7.78699, 1.41168]],
  "atomic_forces_ev_per_a": [[0.487, -0.110, -0.244], [0.038, -0.040, -0.136], [0.069, -0.007, 0.298], [0.014, -0.055, -0.205], [-0.072, 0.170, 0.179], [-0.031, -0.031, -0.066], [-0.084, -0.013, 0.002], [-0.012, -0.016, -0.015], [0.018, 0.003, -0.031], [0.002, 0.032, 0.023], [-0.014, 0.018, -0.064], [-0.023, -0.023, 0.136], [-0.029, -0.007, -0.007], [0.027, -0.020, 0.014], [-0.012, 0.001, 0.023], [0.008, 0.013, -0.032], [-0.047, -0.015, -0.026], [0.039, -0.076, -0.030], [0.003, 0.005, 0.013], [-0.006, 0.002, 0.000], [-0.005, -0.008, 0.001], [0.002, 0.006, -0.016], [-0.002, 0.011, 0.008], [-0.003, 0.000, 0.002], [-0.007, 0.000, -0.002], [0.033, -0.034, 0.040], [0.013, 0.012, 0.011], [-0.043, 0.002, -0.007], [0.024, 0.005, 0.028], [-0.006, -0.018, -0.025], [0.005, 0.009, -0.008], [-0.009, -0.019, 0.004], [-0.016, -0.009, -0.003], [0.006, 0.003, -0.001], [0.004, 0.001, -0.009], [-0.023, 0.018, 0.028], [0.032, -0.004, 0.056], [-0.306, 0.190, -0.030], [0.030, -0.036, 0.009], [-0.020, -0.002, 0.006], [0.037, -0.005, -0.027], [0.018, 0.023, 0.003], [-0.050, -0.023, 0.010], [0.015, 0.082, -0.030], [-0.175, -0.149, 0.059], [0.001, 0.003, 0.001], [0.000, 0.004, -0.002], [0.001, 0.000, 0.004], [-0.009, 0.002, 0.011], [-0.007, 0.001, 0.003], [0.004, 0.003, -0.004], [-0.004, -0.002, 0.001], [0.001, 0.001, 0.000], [0.006, 0.000, -0.002], [-0.007, -0.002, 0.003], [0.004, 0.002, -0.010], [0.002, -0.019, 0.005], [-0.014, 0.036, 0.001], [-0.058, -0.018, -0.006], [0.004, -0.012, 0.002], [-0.004, -0.003, -0.015], [-0.004, 0.012, -0.001], [-0.031, -0.017, 0.013], [0.006, 0.012, -0.020], [0.008, 0.002, 0.014], [-0.005, 0.028, 0.013], [0.039, -0.057, -0.002], [0.035, 0.045, 0.019], [-0.051, 0.025, 0.068], [0.055, -0.038, -0.004], [-0.072, 0.038, -0.006], [0.027, -0.039, 0.007], [0.073, 0.098, -0.004], [-0.001, 0.005, -0.012], [-0.001, 0.002, 0.004], [-0.001, -0.003, 0.001], [-0.002, 0.001, 0.000], [0.001, -0.004, -0.005], [-0.008, 0.001, -0.003], [-0.006, -0.001, 0.001], [-0.002, -0.004, 0.007], [0.030, -0.045, 0.015], [-0.007, 0.011, 0.048], [0.009, -0.007, -0.015], [0.005, 0.001, 0.002], [-0.009, 0.001, 0.003], [-0.003, 0.010, -0.020], [0.001, -0.005, 0.007], [0.000, -0.002, -0.008], [0.001, -0.009, -0.001], [0.057, 0.001, 0.083], [-0.095, 0.051, -0.134], [-0.079, 0.004, 0.119], [0.157, -0.120, -0.126], [0.096, -0.028, -0.041], [-0.044, -0.022, 0.022], [0.001, -0.008, 0.047], [0.006, 0.028, -0.064], [-0.030, 0.007, 0.068], [0.015, 0.085, 0.024], [0.042, -0.003, -0.042], [-0.014, 0.006, -0.028], [-0.039, 0.043, 0.015], [-0.002, 0.004, 0.000], [-0.004, 0.005, 0.001], [-0.006, 0.001, -0.002]],
  "lowdin_charge": [0.997, 0.002, -0.488, 0.132, -0.491, 0.030, -0.205, -0.014, -0.077, -0.067, -0.142, 0.118, -0.189, -0.022, -0.085, -0.075, -0.140, 0.086, 0.108, 0.097, 0.099, 0.104, 0.106, 0.094, 0.094, 0.087, -0.051, -0.323, -0.161, -0.144, -0.152, 0.026, -0.263, 0.041, 0.073, -0.031, -0.309, -0.125, -0.014, 0.007, 0.008, -0.085, -0.670, -0.060, -0.184, 0.076, 0.076, 0.097, 0.153, 0.113, 0.132, 0.121, 0.113, 0.121, 0.127, 0.114, -0.091, -0.208, -0.195, -0.074, -0.110, -0.052, -0.168, -0.206, -0.072, -0.209, 0.085, -0.154, -0.387, -0.102, -0.156, -0.245, -0.030, 0.065, 0.059, 0.068, 0.107, 0.100, 0.100, 0.086, 0.110, 0.058, 0.107, 0.059, 0.063, 0.070, 0.126, 0.080, 0.068, 0.085, 0.130, -0.677, 0.067, -0.304, -0.004, -0.099, -0.123, -0.118, -0.486, 1.042, 0.068, 0.090, 0.115, 0.095, 0.087, 0.096]
}



E_tot list, top to bottom, in eV: -96689.398, -86723.032